[1]
The following is a DFT calculation (ωB97M-V/def2-TZVPD) of an isolated molecule of C27H29NO7.

Properties
E_HOMO	-7.94	eV
electronic energy	-1627.70652	Eh
HOMO-LUMO gap	0.3066	Ha

Last column: Mulliken charge in e.
Geometry (Å):
C  4.47  4.09  -0.81  -0.91
H  5.22  4.71  -0.33  0.26
O  3.66  3.58  0.22  -0.52
C  2.60  2.78  -0.12  1.35
C  2.27  2.38  -1.40  -0.44
C  1.17  1.55  -1.61  -0.61
C  0.39  1.12  -0.55  0.08
C  0.73  1.52  0.73  -0.63
C  1.81  2.35  0.96  0.02
O  2.13  2.73  2.23  -0.68
H  2.90  3.31  2.18  0.30
H  0.15  1.20  1.59  0.35
C  -0.77  0.17  -0.77  -0.41
C  -2.01  0.69  -0.09  -0.12
C  -2.42  0.17  1.08  0.34
N  -1.77  -0.91  1.64  0.12
C  -0.82  -1.64  0.96  0.35
C  -0.36  -1.19  -0.23  -0.19
C  0.64  -1.86  -1.07  0.43
O  0.86  -1.56  -2.22  -0.68
O  1.31  -2.84  -0.43  -0.20
C  2.39  -3.45  -1.11  -1.05
H  2.37  -4.51  -0.85  0.38
H  2.26  -3.31  -2.19  0.40
C  3.75  -2.86  -0.68  0.44
H  4.52  -3.37  -1.27  0.40
C  3.84  -1.33  -0.84  -0.97
H  4.84  -1.05  -1.15  0.48
C  3.56  -0.82  0.57  0.62
H  2.49  -0.74  0.75  -0.62
C  4.16  -1.94  1.42  -0.74
H  5.24  -1.78  1.57  0.33
O  3.96  -3.14  0.70  -0.50
H  3.69  -2.05  2.40  0.32
H  4.02  0.14  0.78  0.45
H  3.13  -0.96  -1.57  0.22
C  -0.42  -2.91  1.63  -1.31
H  -1.05  -3.11  2.49  0.48
H  -0.48  -3.75  0.94  0.31
H  0.62  -2.85  1.96  0.11
H  -2.14  -1.29  2.50  0.32
C  -3.60  0.69  1.84  -1.81
C  -4.61  1.31  0.86  0.33
C  -5.23  0.24  0.02  -0.18
C  -5.12  -0.07  -1.30  0.03
C  -5.93  -1.22  -1.51  -0.75
C  -6.46  -1.52  -0.30  -0.55
O  -6.04  -0.64  0.64  -0.40
H  -7.13  -2.30  0.03  0.48
H  -6.08  -1.74  -2.43  0.45
H  -4.54  0.44  -2.05  0.58
C  -3.90  2.36  0.01  -1.33
C  -2.70  1.79  -0.74  0.69
O  -2.35  2.25  -1.81  -0.66
H  -3.52  3.16  0.66  0.47
H  -4.58  2.81  -0.71  0.32
H  -5.41  1.79  1.44  0.50
H  -3.26  1.46  2.54  0.34
H  -4.08  -0.10  2.41  0.61
H  -0.94  0.10  -1.85  1.01
H  0.92  1.24  -2.62  0.47
H  2.85  2.70  -2.25  0.42
H  3.88  4.70  -1.50  0.35
H  4.96  3.29  -1.37  0.34

***

[2]
The following is a DFT calculation (ωB97M-V/def2-TZVPD) of the ion C7H10N5 with charge +1.

Properties
E_HOMO	-11.12	eV
electronic energy	-546.04435	Eh
total charge	+1
HOMO-LUMO gap	0.2213	Ha

Last column: Mulliken charge in e.
Geometry (Å):
C  0.76  2.04  1.63  -0.26
C  1.05  1.26  0.47  0.72
C  2.19  0.63  -1.24  0.60
C  -2.46  1.00  2.61  0.44
C  3.14  0.31  -2.10  -0.90
C  -3.79  0.56  2.90  -0.85
C  0.96  -1.71  -1.24  -0.79
N  -0.32  1.96  2.28  -0.43
N  2.20  1.48  -0.16  -0.59
N  -1.39  1.36  2.24  0.44
N  0.30  0.25  0.05  -1.00
N  0.87  -0.16  -1.16  0.47
H  1.35  2.96  1.93  0.38
H  3.19  -0.57  -2.60  0.26
H  4.02  0.99  -2.26  0.26
H  -3.93  -0.32  2.15  0.28
H  -4.45  1.43  2.70  0.30
H  -3.88  0.20  3.92  0.32
H  0.04  -1.87  -1.78  0.36
H  1.79  -1.96  -1.82  0.33
H  0.90  -2.16  -0.28  0.28
H  0.12  0.04  -1.89  0.40

***

[3]
The following is a DFT calculation (ωB97M-V/def2-TZVPD) of the ion H2O4PS with charge -1.

Properties
E_HOMO	-5.51	eV
electronic energy	-1041.75384	Eh
total charge	-1
HOMO-LUMO gap	0.3602	Ha

Last column: Mulliken charge in e.
Geometry (Å):
O  -1.32  -0.32  0.74  -0.65
O  -0.50  2.04  0.55  -0.62
O  -1.63  1.09  -1.30  -0.63
O  0.59  0.03  -0.86  -0.32
P  1.26  -0.53  0.55  0.01
S  -0.85  0.81  -0.15  1.20
H  2.06  -1.49  -0.24  -0.02
H  0.39  -1.64  0.71  0.02

***

[4]
The following is a DFT calculation (ωB97M-V/def2-TZVPD) of a structure of composition C18H22ClHfN4O2S4Sb.

Properties
E_HOMO	-6.43	eV
electronic energy	-3410.12330	Eh
HOMO-LUMO gap	0.2229	Ha

Last column: Mulliken charge in e.
Geometry (Å):
Hf  0.68  0.31  -0.67  0.98
C  1.38  -2.23  1.31  -0.71
C  2.71  -1.50  1.16  -1.11
N  2.48  -0.07  0.90  -0.08
C  2.31  0.74  2.10  -1.95
C  0.86  0.83  2.51  1.35
C  0.47  1.24  3.77  -0.98
C  -0.88  1.33  4.05  -0.50
C  -1.81  1.00  3.07  -1.15
C  -1.35  0.60  1.83  1.01
C  -2.29  0.28  0.70  -1.73
N  -1.61  -0.27  -0.48  -0.47
C  -1.76  -1.72  -0.67  -0.95
C  -0.86  -2.45  0.32  -0.67
N  0.52  -1.98  0.13  -0.50
N  -0.04  0.52  1.57  1.04
H  0.84  -1.88  2.19  0.31
H  1.56  -3.30  1.44  0.57
H  3.25  -1.89  0.30  0.42
H  3.31  -1.65  2.06  0.48
H  3.27  0.32  0.34  -0.05
H  2.66  1.75  1.87  0.38
H  2.91  0.37  2.94  0.56
H  1.21  1.48  4.52  0.54
H  -1.22  1.65  5.03  0.43
H  -2.87  1.07  3.26  0.54
H  -2.79  1.20  0.41  0.48
H  -3.06  -0.42  1.06  0.55
H  -1.89  0.23  -1.31  0.36
H  -1.44  -1.94  -1.70  0.36
H  -2.80  -2.04  -0.56  0.49
H  -0.95  -3.53  0.20  0.51
H  -1.17  -2.20  1.34  0.27
H  0.94  -2.43  -0.68  0.52
S  2.38  -1.05  -2.05  -0.53
Sb  3.46  0.91  -2.96  0.52
S  1.10  2.05  -3.09  -0.20
S  -0.27  0.53  -3.12  -0.27
S  4.51  1.72  -1.07  -0.67
Cl  1.12  8.69  -1.53  -0.22
C  0.95  6.99  -1.27  0.47
C  -0.32  6.42  -1.34  -0.82
C  -0.45  5.06  -1.13  -0.37
C  0.67  4.28  -0.86  -0.16
C  1.93  4.86  -0.81  -0.15
C  2.08  6.22  -1.01  -0.85
C  0.53  2.84  -0.61  1.44
O  1.53  2.19  -0.11  -0.37
O  -0.58  2.24  -0.58  -0.74
H  -1.18  7.04  -1.55  0.42
H  -1.42  4.58  -1.19  0.45
H  2.79  4.23  -0.62  0.31
H  3.05  6.69  -0.98  0.44

***

[5]
The following is a DFT calculation (ωB97M-V/def2-TZVPD) of a cluster of 2 separate species, C5H7NO in total.

Properties
E_HOMO	-10.16	eV
electronic energy	-324.60898	Eh
HOMO-LUMO gap	0.3817	Ha

Last column: Mulliken charge in e.
Geometry (Å):
O  -1.31  0.17  -2.31  -0.47
C  -0.14  0.05  -2.00  0.24
N  0.61  1.05  -1.33  -0.41
C  -0.03  1.72  -0.46  -0.38
C  -0.64  0.02  2.01  -0.77
C  0.42  -0.57  1.51  0.39
C  1.46  -1.09  0.93  -0.75
H  0.46  -0.83  -2.25  0.36
H  1.86  -0.58  0.05  0.34
H  -1.08  1.52  -0.22  0.31
H  0.47  2.53  0.06  0.30
H  -0.55  0.79  2.78  0.28
H  -1.64  -0.24  1.68  0.31
H  1.94  -2.00  1.27  0.25

***

[6]
The following is a DFT calculation (ωB97M-V/def2-TZVPD) of a structure of composition C27H36IIrN2O4P2.

Properties
E_HOMO (alpha / beta)	-12.31 / -12.31	eV
electronic energy	-2545.10246	Eh
total charge	+2
HOMO-LUMO gap (alpha / beta)	0.2100 / 0.2162	Ha

Last column: Mulliken charge in e.
Geometry (Å):
Ir  -0.23  0.14  -0.25  2.88
C  -0.91  0.75  3.38  -1.24
P  0.04  -0.31  2.24  1.20
C  -0.40  -1.99  2.80  -1.40
C  1.80  -0.14  2.73  0.22
C  2.14  -0.23  4.08  -0.91
C  3.47  -0.14  4.46  -0.89
C  4.46  0.02  3.50  -0.86
C  4.12  0.11  2.17  -0.79
C  2.79  0.04  1.77  0.31
P  2.34  0.29  0.01  1.39
C  3.53  -0.75  -0.92  -1.48
C  2.98  1.98  -0.26  -1.34
H  -0.89  0.33  4.39  0.52
H  -1.93  0.77  3.02  0.30
H  -0.51  1.76  3.39  0.37
H  -0.17  -2.09  3.86  0.53
H  0.15  -2.74  2.24  0.31
H  -1.47  -2.12  2.64  0.43
H  1.38  -0.36  4.83  0.38
H  3.73  -0.20  5.50  0.44
H  5.49  0.08  3.80  0.45
H  4.90  0.24  1.43  0.36
H  4.52  -0.30  -0.93  0.49
H  3.19  -0.86  -1.94  0.29
H  3.59  -1.74  -0.46  0.44
H  4.06  2.01  -0.13  0.61
H  2.51  2.64  0.46  0.20
H  2.72  2.30  -1.27  0.44
C  1.17  5.33  0.32  -1.13
C  -0.27  4.93  -0.03  -0.41
C  -0.42  3.51  -0.04  0.33
N  -0.50  2.37  -0.01  -0.64
H  1.24  6.41  0.35  0.39
H  1.87  4.96  -0.44  0.29
H  1.46  4.93  1.29  0.33
H  -0.54  5.32  -1.02  0.28
H  -0.97  5.35  0.70  0.32
C  0.11  -4.49  -1.62  -1.41
C  0.03  -2.99  -1.85  -0.11
O  0.25  -2.27  -0.64  -0.23
H  -0.09  -5.02  -2.55  0.40
H  -0.63  -4.80  -0.89  0.33
H  1.10  -4.78  -1.27  0.42
H  -0.96  -2.69  -2.19  0.18
H  0.77  -2.68  -2.61  0.21
H  1.07  -2.61  -0.25  0.12
O  0.94  0.75  -2.27  -0.16
N  0.65  0.49  -3.51  -0.12
C  -0.63  0.35  -3.91  -0.09
C  -0.92  0.06  -5.23  -1.00
C  0.10  -0.08  -6.16  -0.29
C  1.41  0.07  -5.72  -0.88
C  1.65  0.35  -4.40  -0.06
H  -1.39  0.45  -3.15  0.62
H  -1.96  -0.04  -5.52  0.47
H  -0.12  -0.30  -7.19  0.45
H  2.24  -0.03  -6.40  0.44
H  2.65  0.50  -4.00  0.47
I  -9.20  -0.43  -1.37  0.13
C  -7.11  -0.42  -1.03  -0.16
C  -6.63  0.01  0.20  -0.57
C  -5.26  0.04  0.41  -0.28
C  -4.39  -0.37  -0.59  0.45
C  -4.89  -0.81  -1.82  -0.42
C  -6.25  -0.84  -2.04  -0.60
C  -2.92  -0.29  -0.39  0.03
O  -2.16  -0.43  -1.38  -0.73
O  -2.44  -0.03  0.74  -0.67
H  -7.31  0.32  0.98  0.40
H  -4.86  0.38  1.35  0.43
H  -4.20  -1.13  -2.58  0.44
H  -6.65  -1.18  -2.99  0.40